1.
Computed, not measured: a molecular structure, C20H45N2P3SScSe at a distorted geometry, with wB97M-V/def2-TZVPD.

Geometry as XYZ:
```
73
Properties=species:S:1:pos:R:3:mulliken_charge:R:1
Sc 0.263 -0.597 0.471 -1.26
P 2.004 0.631 -1.097 1.37
P -1.174 1.698 0.067 1.02
P -1.094 -1.210 -1.781 1.27
H 1.268 -7.101 2.528 0.33
C 1.765 -7.386 1.578 -0.45
C 2.491 -6.499 0.857 -0.42
H 2.749 -5.505 1.305 0.23
C 3.529 1.318 -0.324 -1.34
C 1.756 1.986 -2.315 -1.39
C 2.743 -0.635 -2.189 -1.26
C -2.791 1.627 0.931 -1.28
C -0.445 3.148 0.909 -1.17
C -1.690 2.443 -1.529 -1.34
C -0.867 -3.006 -2.110 -1.12
C -0.953 -0.518 -3.473 -1.20
C -2.908 -1.163 -1.488 -1.07
H 1.628 -8.448 1.280 0.28
H 2.812 -6.702 -0.178 0.27
H 3.790 0.736 0.568 0.39
H 3.381 2.364 -0.030 0.35
H 4.349 1.265 -1.053 0.49
H 1.451 2.921 -1.824 0.40
H 1.011 1.721 -3.077 0.32
H 2.704 2.190 -2.834 0.51
H 2.960 -1.537 -1.606 0.34
H 3.677 -0.231 -2.598 0.53
H 2.060 -0.890 -3.008 0.31
H -3.394 2.524 0.737 0.48
H -2.623 1.529 2.011 0.32
H -3.340 0.736 0.609 0.32
H -0.919 4.088 0.586 0.49
H 0.630 3.191 0.690 0.34
H -0.567 3.021 1.994 0.33
H -2.143 3.433 -1.367 0.56
H -2.418 1.811 -2.051 0.36
H -0.825 2.566 -2.190 0.27
H -1.659 -3.365 -2.779 0.49
H -0.912 -3.536 -1.153 0.16
H 0.121 -3.171 -2.557 0.36
H -1.543 -1.141 -4.161 0.48
H 0.096 -0.523 -3.796 0.30
H -1.324 0.513 -3.512 0.33
H -3.389 -1.855 -2.195 0.52
H -3.309 -0.150 -1.628 0.34
H -3.125 -1.485 -0.459 0.08
C -1.699 -3.080 2.089 0.72
C -0.462 -3.733 2.216 -0.70
C -0.306 -5.042 1.808 0.17
C -1.412 -5.793 1.381 -0.04
C -2.668 -5.178 1.319 -0.64
C -2.818 -3.818 1.632 -0.46
Se -1.542 -1.268 2.534 0.03
H 0.901 -2.294 0.226 0.18
H 0.397 -3.143 2.535 0.44
H 0.682 -5.486 1.816 -0.40
H -1.363 -6.846 1.098 0.52
H -3.536 -5.779 1.021 0.44
H -3.753 -3.272 1.510 0.53
C 0.121 2.048 5.032 -0.99
N 0.288 1.503 3.679 0.40
C 1.527 1.330 3.149 0.33
S 1.989 -0.147 2.415 -0.31
N 2.403 2.344 3.237 -0.08
C 2.002 3.750 3.418 -0.97
H -0.332 3.046 5.008 0.34
H 1.061 2.088 5.607 0.37
H -0.582 1.388 5.554 0.36
H -0.317 0.678 3.528 -0.30
H 3.354 2.142 2.880 0.36
H 2.769 4.335 2.899 0.37
H 1.005 3.963 2.993 0.34
H 2.048 4.023 4.488 0.35
```

## Properties
net charge	+3
frontier orbital gap (spin up / spin down)	3.6 / 3.8	eV
energy relative to the best compared isomer or geometry (same formula, charge and spin)	0.0	kcal/mol
LUMO energy (spin up / spin down)	-12.79 / -12.60	eV



2.
Computed, not measured: a molecular structure, C4H6O2 at a distorted geometry, with wB97M-V/def2-TZVPD.

Geometry as XYZ:
```
12
Properties=species:S:1:pos:R:3:nbo_charge:R:1
O -1.100 0.539 -1.471 -0.76
C -0.041 0.914 -0.219 0.03
C -0.210 0.108 1.017 -0.33
C -0.211 -1.197 0.172 -0.18
O 1.273 -1.170 0.111 -0.51
C 1.182 0.169 0.469 0.11
H -0.679 0.501 -2.352 0.49
H -0.080 1.978 -0.284 0.21
H -0.639 0.358 1.998 0.23
H -0.594 -2.113 0.606 0.19
H -0.814 -0.735 -0.940 0.31
H 2.094 0.703 0.782 0.21
```

## Properties
frontier orbital gap	9.5	eV
energy relative to the best compared isomer or geometry (same formula, charge and spin)	140.5	kcal/mol
LUMO energy	0.82	eV



3.
Computed, not measured: a molecular structure, CH4F2N2O4S2 at a distorted geometry, with wB97M-V/def2-TZVPD.

Geometry as XYZ:
```
15
Properties=species:S:1:pos:R:3:nbo_charge:R:1
C -0.419 -0.801 1.050 -0.19
N 0.456 0.252 -0.901 -0.55
N 0.312 0.101 0.430 -0.16
O -1.637 1.607 -0.414 -1.07
O -3.392 1.673 1.277 -0.94
O -2.829 -1.925 1.005 -0.83
O -1.816 -1.236 -1.187 -0.88
F -3.966 0.968 -1.080 -0.55
F -0.901 -3.047 0.078 -0.50
S -2.806 0.940 0.174 1.78
S -1.731 -1.620 0.174 2.32
H -0.387 -0.890 2.117 0.27
H -0.235 -0.307 -1.416 0.43
H 0.339 1.234 -1.169 0.43
H 0.885 0.747 0.976 0.45
```

## Properties
frontier orbital gap (spin up / spin down)	6.3 / 6.3	eV
energy relative to the best compared isomer or geometry (same formula, charge and spin)	20.8	kcal/mol
LUMO energy (spin up / spin down)	-2.61 / -2.61	eV



4.
Computed, not measured: a single CH5N2OP molecule at a distorted geometry, with wB97M-V/def2-TZVPD.

Geometry as XYZ:
```
10
Properties=species:S:1:pos:R:3:lowdin_spin:R:1
C -0.251 -0.491 -0.497 0.07
N 0.113 -0.036 -1.754 0.02
N 0.704 0.248 0.544 0.24
O -1.301 -0.993 -0.280 0.01
P 0.090 0.618 2.072 1.29
H 1.118 0.135 -1.984 0.00
H -0.398 -0.693 -2.366 0.00
H 1.580 -0.183 0.539 0.05
H -0.957 -0.359 2.216 0.10
H -0.699 1.754 1.509 0.21
```

## Properties
frontier orbital gap (spin up / spin down)	5.4 / 7.2	eV
2S+1	3
energy relative to the best compared isomer or geometry (same formula, charge and spin)	4.2	kcal/mol
LUMO energy (spin up / spin down)	0.93 / -2.99	eV



5.
Computed, not measured: a molecular structure, C13H22BIN5OY at a distorted geometry, with wB97M-V/def2-TZVPD.

Geometry as XYZ:
```
44
Properties=species:S:1:pos:R:3:nbo_charge:R:1
C -2.859 -0.498 -3.600 -0.81
I -0.857 1.441 -4.546 -0.37
H -3.456 -0.849 -2.746 0.18
H -2.622 -1.370 -4.219 0.20
H -3.473 0.206 -4.178 0.19
C 0.634 3.754 1.627 -0.12
C -0.545 4.021 1.016 -0.09
N -0.925 2.861 0.364 -0.40
C 0.012 1.853 0.512 -0.12
N 0.951 2.439 1.339 -0.39
H 1.250 4.377 2.249 0.20
H -1.143 4.918 1.016 0.20
C 2.239 -3.291 -1.786 -0.10
C 0.885 -1.961 -0.534 -0.24
N 2.151 -2.144 -1.019 -0.40
H 0.659 -4.763 -2.261 0.20
N 0.192 -3.040 -1.050 -0.40
H 3.155 -3.612 -2.251 0.20
Y -0.672 -0.405 0.104 1.13
C -1.607 0.189 -3.132 0.07
O -1.201 0.062 -1.943 -0.84
C 1.016 -3.861 -1.801 -0.12
C -1.224 -3.290 -0.826 -0.42
H -1.438 -4.362 -0.933 0.20
H -1.866 -2.781 -1.573 0.22
H -1.538 -2.981 0.196 0.20
C 3.245 -1.232 -0.789 -0.40
H 4.190 -1.723 -1.055 0.18
H 3.284 -0.933 0.270 0.20
H 3.152 -0.323 -1.410 0.20
C 2.104 1.777 1.905 -0.40
H 2.810 2.562 2.231 0.18
H 2.590 1.130 1.161 0.20
H 1.818 1.172 2.778 0.22
C -2.184 2.698 -0.343 -0.45
H -2.031 2.545 -1.421 0.23
H -2.817 3.584 -0.195 0.19
H -2.738 1.828 0.046 0.20
B -0.059 0.091 4.962 -0.59
C -0.431 -0.200 3.509 0.37
N -0.735 -0.414 2.391 -0.69
H -0.971 0.772 5.397 0.00
H 1.010 0.713 4.953 -0.01
H 0.045 -0.959 5.587 -0.01
```

## Properties
net charge	-2
frontier orbital gap (spin up / spin down)	2.1 / 2.2	eV
LUMO energy (spin up / spin down)	4.28 / 4.34	eV



6.
Computed, not measured: 2 unconnected molecules or ions with the total composition CH6NO, with wB97M-V/def2-TZVPD.

Geometry as XYZ:
```
9
Properties=species:S:1:pos:R:3:nbo_charge:R:1
O 0.439 1.439 1.832 -1.37
H -0.202 2.084 1.500 0.38
C -0.282 -0.981 -0.233 -0.44
N 0.374 -0.054 -1.174 -0.86
H -0.338 -0.526 0.765 0.25
H -1.286 -1.165 -0.597 0.16
H 0.340 -1.871 -0.158 0.16
H 1.176 0.313 -0.664 0.37
H -0.221 0.759 -1.270 0.34
```

## Properties
net charge	-1
frontier orbital gap	7.1	eV
energy relative to the best compared isomer or geometry (same formula, charge and spin)	5.7	kcal/mol
LUMO energy	4.78	eV



7.
Computed, not measured: a molecular structure, C64H59N2OP3PdS, with wB97M-V/def2-TZVPD.

Geometry as XYZ:
```
131
Properties=species:S:1:pos:R:3:lowdin_spin:R:1
Pd 0.144 -0.037 -0.159 0.40
C -3.087 -1.166 -0.051 0.03
N -3.767 0.056 -0.495 0.27
C -3.069 0.863 -1.478 0.05
P -1.506 1.591 -0.777 0.16
C -2.174 2.380 0.688 0.01
C -3.223 3.298 0.552 0.00
C -3.903 3.739 1.675 0.00
C -3.559 3.255 2.933 0.00
C -2.515 2.355 3.072 0.00
C -1.816 1.919 1.954 0.01
C -1.055 2.696 -2.104 0.04
C -0.707 2.159 -3.345 0.01
C -0.399 3.010 -4.394 0.00
C -0.444 4.388 -4.209 0.01
C -0.787 4.919 -2.973 0.00
C -1.089 4.076 -1.912 0.02
C -4.965 0.386 0.025 0.11
C -5.490 -0.313 1.157 0.11
C -6.715 0.009 1.667 0.02
C -7.494 1.020 1.075 0.24
C -7.010 1.702 -0.051 0.01
C -5.782 1.404 -0.567 0.13
P -1.386 -1.585 -0.660 0.04
C -1.182 -3.177 0.139 0.21
C -1.805 -4.278 -0.397 0.03
C -1.760 -5.532 0.232 0.29
C -1.086 -5.675 1.462 0.01
C -0.441 -4.626 2.031 0.23
C -0.328 -3.299 1.360 0.10
C -1.506 -1.826 -2.439 0.00
C -2.689 -2.271 -3.040 0.00
C -2.732 -2.484 -4.409 0.00
C -1.603 -2.251 -5.187 0.00
C -0.429 -1.801 -4.599 0.00
C -0.380 -1.585 -3.228 0.00
H -3.708 -2.028 -0.308 0.01
H -2.981 -1.170 1.035 0.01
H -3.666 1.716 -1.780 0.00
H -2.861 0.273 -2.372 0.01
H -3.505 3.681 -0.424 0.00
H -4.701 4.462 1.570 0.00
H -4.100 3.595 3.808 0.00
H -2.232 2.000 4.056 0.00
H -0.992 1.229 2.071 0.00
H -0.677 1.085 -3.496 0.00
H -0.132 2.603 -5.360 0.00
H -0.214 5.048 -5.035 0.00
H -0.826 5.992 -2.836 0.00
H -1.332 4.493 -0.944 0.00
H -4.924 -1.096 1.642 0.01
H -7.092 -0.519 2.533 0.00
H -8.470 1.259 1.478 0.01
H -7.626 2.454 -0.528 0.00
H -5.475 1.912 -1.470 0.00
H -2.366 -4.195 -1.317 0.00
H -2.275 -6.372 -0.215 0.01
H -1.093 -6.632 1.967 0.00
H 0.085 -4.758 2.968 0.01
H 0.744 -3.267 1.013 0.04
H -3.585 -2.455 -2.460 0.00
H -3.647 -2.831 -4.872 0.00
H -1.642 -2.416 -6.256 0.00
H 0.446 -1.616 -5.208 0.00
H 0.536 -1.233 -2.769 0.00
N 2.745 -0.575 -0.573 0.03
C 3.706 -1.547 -0.155 0.00
C 4.867 -1.137 0.480 0.00
C 5.843 -2.058 0.835 0.01
C 5.706 -3.415 0.530 0.00
C 4.557 -3.838 -0.080 0.01
C 3.503 -2.933 -0.385 0.01
P 1.963 -3.387 -1.034 0.02
C 1.810 -5.118 -1.074 0.00
C 2.302 -6.088 -0.171 0.00
C 2.047 -7.423 -0.391 0.00
C 1.319 -7.819 -1.515 0.00
C 0.797 -6.879 -2.401 0.00
C 1.003 -5.537 -2.160 0.01
C 0.349 -0.919 1.678 0.40
C -0.432 -2.033 2.281 0.11
C 0.014 -2.308 3.695 0.24
C 1.074 -1.694 4.269 0.01
C 1.828 -0.728 3.570 0.33
C 1.445 -0.369 2.256 0.06
H 3.042 0.343 -0.252 0.00
H 2.704 -0.547 -1.588 0.00
H 5.040 -0.084 0.667 0.00
H 6.748 -1.704 1.314 0.00
H 6.504 -4.110 0.750 0.00
H 4.460 -4.872 -0.377 0.00
H 2.849 -5.786 0.713 0.00
H 2.415 -8.169 0.301 0.00
H 1.143 -8.873 -1.692 0.00
H 0.230 -7.203 -3.263 0.00
H 0.578 -4.795 -2.832 0.00
H -1.497 -1.764 2.326 0.03
H -0.565 -3.035 4.251 0.01
H 1.344 -1.943 5.288 0.00
H 2.665 -0.230 4.039 0.02
H 2.022 0.397 1.751 0.00
O 1.208 2.040 -0.118 0.04
S 1.911 3.160 -0.909 0.00
C 3.628 2.657 -1.148 0.00
C 4.522 2.456 0.055 0.00
C 4.026 2.174 1.328 0.00
C 4.894 1.976 2.395 0.00
C 6.266 2.037 2.198 0.00
C 6.766 2.319 0.933 0.00
C 5.899 2.539 -0.130 0.00
C 2.193 4.581 0.201 0.00
C 0.968 5.035 0.939 0.00
C 0.629 4.466 2.162 0.00
C -0.448 4.955 2.885 0.00
C -1.199 6.012 2.391 0.00
C -0.863 6.590 1.174 0.00
C 0.221 6.106 0.456 0.00
H 4.050 3.407 -1.824 0.00
H 3.538 1.756 -1.763 0.00
H 2.955 2.159 1.490 0.00
H 4.498 1.794 3.387 0.00
H 6.943 1.893 3.030 0.00
H 7.834 2.394 0.776 0.00
H 6.304 2.781 -1.107 0.00
H 2.526 5.356 -0.495 0.00
H 3.016 4.352 0.873 0.00
H 1.236 3.666 2.572 0.00
H -0.681 4.534 3.855 0.00
H -2.019 6.414 2.972 0.00
H -1.419 7.442 0.805 0.00
H 0.515 6.593 -0.468 0.00
```

## Properties
net charge	+4
frontier orbital gap (spin up / spin down)	4.7 / 5.0	eV
2S+1	5
energy relative to the best compared isomer or geometry (same formula, charge and spin)	67.8	kcal/mol
LUMO energy (spin up / spin down)	-11.31 / -11.98	eV



8.
Computed, not measured: a single C3H6N6 molecule at a distorted geometry, with wB97M-V/def2-TZVPD.

Geometry as XYZ:
```
15
Properties=species:S:1:pos:R:3:nbo_charge:R:1
C -0.049 -1.662 1.784 -0.44
N -0.920 -0.481 1.446 -0.51
N -1.124 -0.650 0.060 -0.34
C -0.377 0.192 -0.612 0.41
N -0.195 -0.267 -1.984 -0.09
N 0.349 0.517 -2.819 -0.12
C 0.722 1.916 -2.274 0.10
N 1.005 1.984 -1.048 -0.21
N 0.435 1.073 -0.217 -0.42
H -0.278 -1.859 2.934 0.19
H 0.979 -1.442 1.617 0.20
H -0.348 -2.722 1.480 0.20
H -1.843 -0.733 1.714 0.36
H 0.994 2.761 -2.918 0.22
H 0.650 1.373 0.840 0.45
```

## Properties
frontier orbital gap	8.3	eV
energy relative to the best compared isomer or geometry (same formula, charge and spin)	168.8	kcal/mol
SMILES	CN/N=c1/nncn[nH]1
LUMO energy	-0.31	eV